Record 1
# C14H42O11

A 7-piece molecular cluster, C14H42O11 overall (the ωB97M-V functional and the def2-TZVPD basis, OMol25).

```
! RIJCOSX wB97M-V def2-TZVPD def2/J DEFGRID3
* xyz 0 1
O 2.52 -2.12 -2.33
C 1.78 -3.08 -1.61
C 1.49 -2.39 -0.33
O 0.49 -3.11 0.39
H 3.26 -1.85 -1.83
H 0.87 -3.43 -2.13
H 2.33 -4.00 -1.46
H 0.99 -1.46 -0.54
H 2.40 -2.25 0.27
H -0.26 -3.22 -0.19
O 4.12 1.56 0.97
C 4.57 0.25 0.74
C 4.35 -0.09 -0.60
O 4.73 -1.40 -0.89
H 4.85 2.24 1.07
H 5.61 0.22 1.04
H 4.06 -0.48 1.41
H 5.01 0.54 -1.20
H 3.32 0.10 -0.92
H 5.65 -1.55 -0.68
O -0.41 4.33 1.43
C -1.45 3.91 0.63
C -1.39 4.48 -0.74
O -2.62 4.28 -1.43
H -0.50 3.87 2.31
H -1.54 2.80 0.71
H -2.36 4.26 1.24
H -0.69 3.84 -1.32
H -0.95 5.45 -0.77
H -2.74 3.32 -1.54
O -2.55 1.46 -1.25
C -3.78 1.03 -0.68
C -3.77 1.03 0.71
O -5.02 0.77 1.26
H -1.77 1.07 -0.82
H -4.56 1.71 -1.02
H -4.05 0.09 -1.14
H -3.35 1.89 1.23
H -3.27 0.07 0.97
H -4.98 0.86 2.17
C -2.37 -2.07 -1.36
C -2.19 -3.50 -1.73
O -2.01 -4.30 -0.62
H -1.50 -1.57 -0.90
H -3.10 -2.08 -0.60
H -2.64 -1.49 -2.23
H -1.29 -3.59 -2.33
H -3.08 -3.86 -2.24
H -2.15 -5.21 -0.84
C 1.52 -0.75 2.96
C 0.15 -1.17 3.11
O -0.62 -0.08 2.69
H 2.08 -1.63 3.27
H 1.85 0.12 3.48
H 1.60 -0.55 1.89
H 0.01 -1.52 4.13
H -0.07 -2.06 2.54
H -1.10 0.25 3.47
C 0.63 1.12 -1.81
C 0.69 1.36 -0.40
O -0.48 0.67 0.08
H 0.48 0.07 -2.05
H 1.48 1.41 -2.37
H -0.21 1.70 -2.22
H 0.68 2.37 -0.07
H 1.61 0.86 0.03
H -0.33 0.52 1.03
*
```

Summary:
Structure (SMILES) = OCCO.OCCO.OCCO.OCCO.CCO.CCO.CCO
Highest occupied orbital energy = -9.467 eV

Record 2
# C7H15NO3S

One molecule with the formula C7H15NO3S (the ωB97M-V functional and the def2-TZVPD basis, OMol25).

```
! RIJCOSX wB97M-V def2-TZVPD def2/J DEFGRID3
* xyz 0 1
N 1.67 2.76 1.62
S 1.33 1.75 0.23
O 2.35 1.39 -0.70
O 0.05 2.29 -0.25
O 1.02 0.47 1.18
C 1.07 -0.76 0.45
C -0.32 -0.95 -0.25
C -1.52 -0.84 0.75
C -2.80 -1.57 0.29
C -2.69 -1.76 -1.25
C -1.57 -2.68 -1.65
C -0.28 -2.30 -0.90
H 2.70 2.71 1.99
H 1.33 3.76 1.11
H 1.09 -1.48 1.30
H 1.96 -0.78 -0.10
H -0.44 -0.26 -1.03
H -1.72 0.29 1.08
H -1.09 -1.45 1.67
H -2.78 -2.55 0.85
H -3.61 -0.95 0.86
H -3.69 -2.06 -1.59
H -2.51 -0.81 -1.86
H -1.43 -2.62 -2.84
H -1.86 -3.72 -1.31
H -0.25 -2.93 0.00
H 0.69 -2.44 -1.56
*
```

Summary:
Structure (SMILES) = NS(=O)(=O)OCC1CCCCC1
Highest occupied orbital energy = -10.403 eV

Record 3
# C17H28N2O3

One molecule with the formula C17H28N2O3 (the ωB97M-V functional and the def2-TZVPD basis, OMol25).

```
! RIJCOSX wB97M-V def2-TZVPD def2/J DEFGRID3
* xyz 0 1
C 2.07 5.16 -1.88
C 0.67 4.67 -2.24
O 0.64 3.30 -2.59
C 0.82 2.34 -1.62
C 0.75 2.60 -0.26
C 0.86 1.59 0.68
C 1.06 0.28 0.27
C 1.21 -0.86 1.22
O 1.92 -1.82 0.99
N 0.48 -0.74 2.35
C 0.37 -1.79 3.33
C -1.00 -2.49 3.30
C -1.12 -3.45 4.48
C -1.22 -3.21 1.94
N -2.42 -2.88 1.21
C -2.44 -1.53 0.68
C -3.65 -3.21 1.89
C 1.17 0.02 -1.09
C 1.05 1.02 -2.05
O 1.14 0.58 -3.33
C 1.46 1.46 -4.40
C 1.82 0.60 -5.60
H 2.04 6.23 -1.67
H 2.45 4.64 -1.01
H 2.75 4.99 -2.71
H -0.04 4.89 -1.44
H 0.33 5.18 -3.15
H 0.59 3.61 0.09
H 0.82 1.85 1.73
H -0.19 0.01 2.42
H 0.55 -1.37 4.33
H 1.16 -2.51 3.11
H -1.77 -1.71 3.40
H -1.00 -2.91 5.42
H -2.09 -3.93 4.48
H -0.35 -4.21 4.42
H -0.38 -3.01 1.28
H -1.25 -4.29 2.12
H -3.26 -1.45 -0.03
H -1.51 -1.35 0.14
H -2.56 -0.75 1.45
H -3.60 -4.25 2.21
H -3.86 -2.58 2.77
H -4.48 -3.10 1.19
H 1.36 -0.99 -1.42
H 0.61 2.11 -4.63
H 2.32 2.10 -4.12
H 2.67 -0.03 -5.37
H 2.06 1.23 -6.45
H 0.97 -0.04 -5.86
*
```

Summary:
Structure (SMILES) = CCOc1ccc(C(=O)NC[C@H](C)CN(C)C)cc1OCC
Highest occupied orbital energy = -8.146 eV

Record 4
# C28H32CrN2O3P

C28H32CrN2O3P as an isolated structure (the ωB97M-V functional and the def2-TZVPD basis, OMol25).

```
! RIJCOSX wB97M-V def2-TZVPD def2/J DEFGRID3
* xyz 2 4
O 2.98 3.74 -3.83
C 2.07 3.89 -3.09
Cr 0.54 3.83 -2.00
C 1.08 2.04 -1.71
O 1.39 0.91 -1.64
C -0.35 3.09 -3.48
O -0.74 2.50 -4.43
C -0.04 5.94 -1.96
C 1.14 5.76 -1.18
C 1.16 4.76 -0.20
C 0.02 3.98 0.07
C 0.13 2.74 0.82
C 0.28 1.67 1.37
C 0.43 0.36 1.97
C 1.88 0.16 2.51
C 2.14 -0.89 3.40
C 3.45 -1.17 3.82
C 4.50 -0.37 3.37
C 4.27 0.71 2.52
C 2.95 0.97 2.08
C -1.13 4.17 -0.71
C -1.18 5.15 -1.70
H -0.03 6.64 -2.80
H 2.02 6.38 -1.37
H 2.08 4.58 0.37
H -0.25 0.15 2.83
H 1.29 -1.44 3.79
H 3.61 -1.98 4.51
H 5.51 -0.60 3.68
H 5.08 1.37 2.20
H 2.75 1.84 1.44
H -1.98 3.53 -0.53
H -2.09 5.29 -2.29
C 2.20 -3.55 -0.43
C 0.79 -3.78 0.10
C 0.17 -5.03 -0.54
C 0.86 -3.99 1.62
N -0.03 -2.59 -0.23
P -1.18 -1.96 0.83
H 0.13 -0.30 1.13
N -2.02 -1.23 -0.43
C -3.47 -0.92 -0.34
C -3.73 0.41 -1.04
C -3.93 -0.83 1.12
C -4.29 -2.04 -1.02
C -1.48 -1.56 -1.65
C -0.37 -2.33 -1.54
H 2.60 -2.60 -0.06
H 2.85 -4.37 -0.10
H 2.21 -3.53 -1.53
H -0.85 -5.20 -0.15
H 0.11 -4.94 -1.63
H 0.78 -5.90 -0.29
H -0.13 -4.23 2.03
H 1.52 -4.86 1.80
H 1.29 -3.12 2.13
H -3.57 0.33 -2.12
H -4.77 0.73 -0.87
H -3.06 1.19 -0.64
H -3.86 -1.80 1.63
H -3.37 -0.07 1.68
H -4.99 -0.52 1.12
H -4.12 -3.00 -0.52
H -5.36 -1.80 -0.95
H -4.03 -2.15 -2.08
H -2.01 -1.34 -2.53
H 0.15 -2.81 -2.31
*
```

Summary:
⟨S²⟩ = 3.773
Highest occupied orbital energy (spin up / spin down) = -12.130 / -13.878 eV

Record 5
# C10H20GaN4O7

C10H20GaN4O7 as an isolated structure (the ωB97M-V functional and the def2-TZVPD basis, OMol25).

```
! RIJCOSX wB97M-V def2-TZVPD def2/J DEFGRID3
* xyz 1 1
O -2.10 -1.35 0.31
H -2.66 -1.57 -0.45
Ga -0.46 -0.30 -0.03
N 0.47 0.14 1.68
N -1.50 1.28 0.57
N 1.24 -0.83 -0.87
N -0.85 0.07 -1.89
O 1.65 -0.28 2.08
O 2.40 -1.08 -0.21
O -1.97 0.73 -2.30
O -2.47 1.83 -0.10
C -1.34 1.61 1.88
C -0.19 1.03 2.47
C 1.24 -0.84 -2.21
C 0.04 -0.36 -2.80
C 0.37 1.35 3.80
H 1.31 1.93 3.72
H 0.59 0.44 4.37
H -0.34 1.95 4.37
C -2.28 2.57 2.50
H -3.32 2.26 2.33
H -2.16 3.57 2.08
H -2.12 2.63 3.58
C 2.45 -1.20 -3.00
C -0.19 -0.17 -4.25
H 3.23 -1.62 -2.35
H 2.87 -0.32 -3.50
H 2.20 -1.93 -3.78
H -1.25 -0.06 -4.47
H 0.21 -1.03 -4.81
H 0.35 0.72 -4.60
H 2.18 -0.77 0.77
H -2.28 1.23 -1.43
C -0.88 -2.54 0.52
H -0.48 -2.39 1.52
H -0.16 -2.64 -0.32
H -1.53 -3.40 0.50
O 2.73 -3.01 2.71
H 3.17 -3.16 1.87
H 2.42 -2.08 2.64
O -0.49 4.32 -1.35
C -0.09 3.27 -1.56
*
```

Summary:
Highest occupied orbital energy (spin up / spin down) = -11.039 / -11.052 eV

Record 6
# C4H6OS

A 2-piece molecular cluster, C4H6OS overall (the ωB97M-V functional and the def2-TZVPD basis, OMol25).

```
! RIJCOSX wB97M-V def2-TZVPD def2/J DEFGRID3
* xyz 0 1
C 1.05 -1.25 -0.10
C 1.21 -0.30 -0.96
S 1.33 1.42 -0.49
O 1.55 1.38 1.22
H 1.05 -2.32 -0.36
H 0.35 -1.12 0.83
H 1.67 -0.43 -1.97
H 2.18 0.65 1.34
C -3.27 1.20 -0.04
C -2.08 1.05 -0.22
H -4.30 1.48 -0.02
H -1.14 0.65 -0.08
*
```

Summary:
Structure (SMILES) = C=CSO.C#C
Highest occupied orbital energy = -8.827 eV

Record 7
# C3F8IOP

One molecule with the formula C3F8IOP (the ωB97M-V functional and the def2-TZVPD basis, OMol25).

```
! RIJCOSX wB97M-V def2-TZVPD def2/J DEFGRID3
* xyz 0 1
F 1.80 -2.25 -1.62
P 1.85 -0.95 -0.66
F 2.01 -1.76 0.66
O 0.11 -1.05 -0.64
C -0.73 0.04 -0.12
I -2.76 -0.77 -0.34
C -0.33 0.09 1.39
F -1.06 0.91 2.17
F 0.97 0.40 1.47
F -0.49 -1.08 2.08
C -0.43 1.28 -0.90
F 0.92 1.46 -1.07
F -0.89 2.44 -0.37
F -0.95 1.24 -2.05
*
```

Summary:
Structure (SMILES) = FP(F)OC(I)(C(F)(F)F)C(F)(F)F
Highest occupied orbital energy = -10.551 eV

Record 8
# C36H29AsClN5OOsS2

C36H29AsClN5OOsS2 as an isolated structure (the ωB97M-V functional and the def2-TZVPD basis, OMol25).

```
! RIJCOSX wB97M-V def2-TZVPD def2/J DEFGRID3
* xyz 2 1
Os 0.56 0.51 0.08
N 3.41 1.30 3.25
C 2.76 1.11 2.09
S 1.00 0.76 2.27
N 3.39 1.18 0.97
N 2.60 0.94 -0.15
C 3.22 0.96 -1.26
C 2.65 0.70 -2.57
C 3.52 0.74 -3.66
C 3.08 0.51 -4.95
C 1.73 0.23 -5.17
C 0.84 0.19 -4.10
C 1.28 0.43 -2.80
O 0.35 0.40 -1.83
H 2.91 1.30 4.12
H 4.37 1.58 3.24
H 4.29 1.16 -1.21
H 4.57 0.96 -3.49
H 3.77 0.55 -5.78
H 1.37 0.06 -6.17
H -0.21 -0.01 -4.25
Cl -1.74 5.29 2.15
C -0.76 4.59 0.93
C -0.03 5.38 0.06
C 0.73 4.75 -0.92
C 0.77 3.37 -0.96
N 0.06 2.62 -0.11
C -0.70 3.21 0.82
H -0.07 6.46 0.13
H 1.30 5.33 -1.63
H 1.34 2.85 -1.71
H -1.28 2.58 1.47
C -5.86 1.33 -1.12
C -5.66 1.37 0.25
C -4.43 0.99 0.79
C -3.42 0.57 -0.06
C -3.61 0.55 -1.44
C -4.84 0.93 -1.97
As -1.78 -0.17 0.63
C -2.08 -0.47 2.51
C -2.15 0.48 3.52
C -2.35 0.05 4.83
C -2.46 -1.30 5.10
C -2.39 -2.24 4.09
C -2.21 -1.83 2.77
C -2.18 -2.72 1.58
C -2.36 -4.10 1.59
C -2.38 -4.79 0.39
C -2.22 -4.13 -0.82
C -2.03 -2.75 -0.84
C -2.02 -2.06 0.36
H -6.82 1.61 -1.53
H -6.45 1.70 0.91
H -4.28 1.01 1.86
H -2.81 0.24 -2.11
H -5.00 0.90 -3.04
H -2.05 1.54 3.31
H -2.44 0.78 5.62
H -2.62 -1.63 6.12
H -2.49 -3.30 4.32
H -2.49 -4.63 2.52
H -2.52 -5.86 0.40
H -2.26 -4.68 -1.75
H -1.90 -2.23 -1.78
S 1.13 -1.89 0.07
C 2.85 -2.02 -0.19
N 3.26 -2.34 -1.44
C 4.54 -2.57 -1.78
C 5.52 -2.48 -0.83
C 5.15 -2.17 0.48
C 3.83 -1.94 0.80
H 2.53 -2.42 -2.14
H 4.72 -2.82 -2.82
H 6.55 -2.66 -1.10
H 5.91 -2.12 1.25
H 3.52 -1.73 1.81
*
```

Summary:
Highest occupied orbital energy (spin up / spin down) = -12.950 / -12.950 eV